DFT (ωB97M-V/def2-TZVPD) results for a cluster of 2 separate species, C10H12BClFN2O in total in a non-equilibrium geometry.

The geometry in XYZ format:
```
28
Properties=species:S:1:pos:R:3:mulliken_charge:R:1
C -2.15 3.50 0.34 -0.894
B -0.90 2.40 0.11 0.458
O 0.02 2.45 -1.06 -0.574
C -0.80 1.22 1.29 -0.047
N -1.75 0.06 1.05 0.007
C -1.45 -0.82 2.27 -0.157
C -0.26 -0.09 3.18 0.152
Cl 0.57 -0.67 4.73 -0.080
N 0.09 1.22 2.51 -0.028
H -3.07 3.02 -0.25 0.309
H -2.47 3.58 1.47 0.278
H -1.84 4.54 -0.11 0.288
H -0.30 3.27 -1.59 0.324
H -2.44 -0.08 0.28 0.286
H -2.00 -1.83 2.48 0.372
H 0.76 1.99 2.75 0.299
F 2.04 -4.60 -1.24 -0.303
C 1.77 -3.30 -1.43 0.237
C 1.90 -2.41 -0.37 -0.507
C 1.63 -1.06 -0.56 -0.290
C 1.21 -0.61 -1.82 -0.414
C 1.08 -1.51 -2.88 -0.456
C 1.36 -2.86 -2.69 -0.357
H 2.22 -2.78 0.60 0.427
H 1.73 -0.36 0.26 0.439
H 0.99 0.45 -1.97 0.432
H 0.75 -1.16 -3.85 0.381
H 1.27 -3.57 -3.50 0.418
```

Its highest occupied orbital energy is -0.4269 hartree. As for the net charge: +1. Its LUMO energy is -4.5 eV. For the frontier orbital gap, the calculation gives 7.13 eV.



DFT (ωB97M-V/def2-TZVPD) results for a structure of composition C10H12BeN2O4S in a non-equilibrium geometry.

The geometry in XYZ format:
```
30
Properties=species:S:1:pos:R:3:mulliken_charge:R:1
Be 0.02 1.73 -0.41 0.338
C 0.04 2.10 1.30 0.369
O 0.05 2.35 2.42 -0.151
C 0.00 3.36 -0.91 0.651
O 0.01 4.48 -1.17 -0.130
C -1.60 1.32 -0.53 0.344
O -2.74 1.16 -0.58 -0.182
C 1.62 1.35 -0.59 0.354
O 2.77 1.20 -0.68 -0.190
C 0.01 -0.21 -5.34 -0.518
H 0.94 -0.77 -5.23 0.262
H -0.92 -0.77 -5.20 0.262
C 0.01 1.09 -5.65 -0.520
H -0.93 1.65 -5.78 0.264
H 0.94 1.65 -5.80 0.264
S 0.03 -0.69 -0.90 -0.251
C -0.01 -1.19 0.76 0.011
N -1.20 -1.26 1.41 -0.046
C -1.23 -1.81 2.76 -0.650
C -0.08 -1.25 3.57 -0.367
C 1.23 -1.54 2.90 -0.593
N 1.12 -1.41 1.44 -0.074
H -2.00 -1.46 0.81 0.326
H -1.15 -2.91 2.69 0.318
H -2.20 -1.56 3.20 0.391
H -0.08 -1.71 4.56 0.369
H -0.20 -0.17 3.69 0.149
H 1.55 -2.56 3.12 0.373
H 2.02 -0.86 3.24 0.333
H 1.99 -1.32 0.91 0.294
```

Its highest occupied orbital energy is -0.5418 hartree. The calculation puts the relative energy (zero: lowest compared OMol25 entry of this formula, charge and spin) at 0.7424 eV. As for the net charge: +2. Its LUMO energy is -9.4 eV. For the frontier orbital gap, the calculation gives 5.33 eV.



DFT (ωB97M-V/def2-TZVPD) results for a cluster of 2 separate species, C10H12Cl2NO2 in total in a non-equilibrium geometry.

The geometry in XYZ format:
```
27
Properties=species:S:1:pos:R:3:mulliken_charge:R:1
C -1.37 2.29 3.36 -0.954
C -0.44 1.33 4.17 0.306
Cl -0.63 1.39 5.98 -0.230
C 0.49 0.48 3.63 -0.310
Cl 1.50 -0.56 4.71 -0.190
C 0.59 0.44 2.08 0.309
C 1.16 1.60 1.26 -0.421
C 1.15 1.42 -0.22 -0.454
C 0.60 0.19 -0.80 -0.296
N 0.12 -0.86 0.04 0.023
C 0.09 -0.77 1.44 -0.175
H -2.40 1.85 3.38 0.267
H -1.07 2.43 2.29 0.288
H -1.31 3.30 3.86 0.300
H 1.55 2.51 1.78 0.388
H 1.53 2.27 -0.84 0.334
H 0.58 0.07 -1.92 0.285
H -0.26 -1.70 -0.40 0.265
H -0.33 -1.61 2.05 0.380
O -0.95 -2.18 -2.89 -0.716
C 0.06 -2.23 -3.74 -0.094
C -0.45 -1.78 -5.22 -0.278
O 0.56 -1.85 -6.08 -0.710
H 0.55 -3.21 -3.88 0.253
H 0.93 -1.58 -3.52 0.065
H -0.92 -0.79 -5.08 0.194
H -1.33 -2.43 -5.44 0.171
```

Its highest occupied orbital energy is -0.0594 hartree. As for the net charge: -1. Its LUMO energy is 1.0 eV. For the frontier orbital gap, the calculation gives 2.57 eV.



DFT (ωB97M-V/def2-TZVPD) results for a structure of composition C10H12Cl4F5N2O6S2 in a non-equilibrium geometry.

The geometry in XYZ format:
```
41
Properties=species:S:1:pos:R:3:mulliken_charge:R:1
C 0.67 2.89 -0.53 -0.634
C -0.58 2.90 0.45 0.366
O -0.87 3.99 1.01 -0.542
N -1.47 1.74 0.75 0.297
C -2.24 1.30 -0.42 0.489
C -3.59 0.43 -0.23 -0.960
O -1.94 1.57 -1.62 -0.542
S -0.64 0.44 1.54 0.831
O 0.81 0.79 1.80 -0.610
O -1.33 0.22 2.87 -0.513
N -0.87 -0.98 0.62 -0.384
S 0.29 -2.17 1.02 1.238
O -0.38 -3.53 0.84 -0.739
O 0.74 -2.12 2.47 -0.673
C 1.78 -2.19 -0.08 -0.967
C 1.82 -0.98 -1.16 0.062
C 2.41 -1.41 -2.59 -1.109
C 1.43 -2.26 -3.50 0.884
F 1.75 -3.66 -3.53 -0.296
F 1.64 -1.81 -4.86 -0.337
C -0.13 -2.06 -3.22 0.552
F -0.59 -2.70 -2.05 -0.186
F -0.55 -0.71 -3.30 -0.207
F -0.82 -2.72 -4.29 -0.295
H 1.33 3.77 -0.23 0.352
H 0.34 2.98 -1.63 0.242
H 1.30 1.94 -0.43 0.025
H -3.42 -0.46 0.48 0.317
H -4.45 1.11 0.14 0.294
H -3.87 0.01 -1.26 0.267
H 1.93 -3.19 -0.63 0.408
H 2.69 -2.06 0.61 0.392
H 0.83 -0.41 -1.23 -0.128
H 2.57 -0.22 -0.72 0.471
H 2.85 -0.53 -3.19 0.352
H 3.32 -2.09 -2.36 0.326
C -0.55 2.44 5.69 0.281
Cl -0.74 2.67 3.94 0.034
Cl -2.11 2.72 6.49 -0.135
Cl -0.02 0.77 6.01 -0.087
Cl 0.66 3.58 6.32 -0.135
```

Its highest occupied orbital energy is -0.2343 hartree. As for the net charge: -1. Its LUMO energy is 2.5 eV. For the frontier orbital gap, the calculation gives 8.90 eV.



DFT (ωB97M-V/def2-TZVPD) results for a cluster of 2 separate species, C10H12ClO2S in total in a non-equilibrium geometry.

The geometry in XYZ format:
```
26
Properties=species:S:1:pos:R:3:mulliken_charge:R:1
C -2.63 -0.96 -2.22 -0.292
C -1.79 -1.76 -1.40 -0.729
C -2.67 0.38 -2.11 -0.604
C -0.96 -1.13 -0.53 -0.370
C -1.74 1.06 -1.35 -0.246
C -0.84 0.28 -0.51 0.985
C 3.58 -0.39 1.14 -1.421
C 2.36 -0.04 0.35 0.005
C 1.11 0.08 1.18 -1.157
C -0.07 0.80 0.61 0.072
O -2.35 1.83 1.28 -0.569
O -1.18 0.30 2.81 -0.647
S -1.13 1.55 1.99 0.481
Cl 0.75 2.90 -0.31 -0.411
H -3.31 -1.51 -2.91 0.273
H -1.81 -2.83 -1.40 0.397
H -3.46 0.97 -2.45 0.386
H -0.47 -1.76 0.23 0.157
H -1.74 2.16 -1.39 0.306
H 3.94 0.51 1.61 0.347
H 3.26 -0.93 2.01 0.371
H 4.40 -0.95 0.67 0.346
H 2.21 -0.93 -0.24 0.191
H 2.47 0.80 -0.49 0.293
H 0.68 -0.93 1.32 0.325
H 1.39 0.49 2.13 0.513
```

Its highest occupied orbital energy is -0.1484 hartree. The calculation puts the relative energy (zero: lowest compared OMol25 entry of this formula, charge and spin) at 1.1303 eV. As for the net charge: -1. Its LUMO energy is 2.9 eV. For the frontier orbital gap, the calculation gives 6.92 eV.



DFT (ωB97M-V/def2-TZVPD) results for a structure of composition C10H12EuN2O4S in a non-equilibrium geometry.

The geometry in XYZ format:
```
30
Properties=species:S:1:pos:R:3:mulliken_charge:R:1
Eu -0.03 0.02 -0.37 1.265
C 2.26 -0.63 -1.05 0.177
O 3.34 -0.94 -1.30 -0.079
C 0.79 -0.22 -3.44 0.204
O 1.50 -0.43 -4.32 -0.170
C 0.57 2.56 -1.91 0.154
O 0.97 3.59 -2.23 -0.090
C -0.85 -2.46 -1.89 0.162
O -1.05 -3.55 -2.20 -0.093
C -3.72 1.06 -3.02 -0.540
H -4.29 0.22 -2.56 0.269
H -3.76 2.08 -2.57 0.270
C -2.95 0.84 -4.10 -0.513
H -2.31 1.64 -4.53 0.270
H -2.83 -0.18 -4.53 0.270
S -2.04 0.56 1.36 -0.115
C -0.52 0.14 2.00 -0.377
N 0.51 1.09 2.05 -0.021
C 1.57 0.83 3.09 -0.598
C 2.11 -0.59 2.94 -0.294
C 0.96 -1.58 2.98 -0.589
N -0.08 -1.20 1.96 -0.029
H 0.11 2.03 2.13 0.294
H 1.11 0.95 4.09 0.343
H 2.35 1.59 2.95 0.352
H 2.79 -0.80 3.79 0.362
H 2.67 -0.69 1.99 0.121
H 0.46 -1.53 3.95 0.352
H 1.27 -2.61 2.77 0.348
H -0.90 -1.82 2.00 0.296
```

The spin multiplicity is 8. Its highest occupied orbital energy (alpha / beta) is -0.5667 / -0.5668 hartree. The calculation puts the relative energy (zero: lowest compared OMol25 entry of this formula, charge and spin) at 1.6022 eV. As for the net charge: +2. Its LUMO energy (alpha / beta) is -8.4 / -8.4 eV. Its expectation value of S² is 15.760. For the frontier orbital gap (alpha / beta), the calculation gives 6.97 / 6.97 eV.



DFT (ωB97M-V/def2-TZVPD) results for a cluster of 2 separate species, C10H12F2NOP in total in a non-equilibrium geometry.

The geometry in XYZ format:
```
27
Properties=species:S:1:pos:R:3:mulliken_charge:R:1
C -0.90 -0.75 -1.32 -0.995
C -1.33 0.58 0.64 -0.391
C 0.21 0.01 -1.55 -0.516
C -0.24 1.42 0.39 -0.884
C -1.75 -0.43 -0.26 0.457
C 0.62 1.10 -0.73 1.016
C -2.98 -1.17 0.01 0.795
C -3.73 -1.04 1.37 -1.454
C 1.83 1.76 -1.04 -0.819
C 3.17 -0.74 0.25 0.471
N 2.42 2.55 -0.14 -0.307
O -3.20 -2.10 -0.75 -0.612
F 4.40 -1.02 -0.12 -0.235
F 3.35 0.08 1.36 -0.264
P 1.96 -2.14 0.46 -0.088
H -1.27 -1.55 -1.85 0.659
H -1.78 0.94 1.54 0.296
H 0.99 -0.10 -2.35 0.266
H -0.03 2.25 1.08 0.332
H -4.69 -1.55 1.24 0.346
H -4.07 -0.10 1.61 0.458
H -3.11 -1.41 2.08 0.393
H 2.30 1.59 -1.91 0.551
H 3.06 3.15 -0.54 0.209
H 2.29 2.45 0.83 0.189
H 0.79 -1.39 0.69 0.070
H 1.69 -2.38 -1.00 0.056
```

The spin multiplicity is 3. Its highest occupied orbital energy (alpha / beta) is -0.2327 / -0.3369 hartree. Its LUMO energy (alpha / beta) is 0.7 / -0.7 eV. Its expectation value of S² is 2.042. For the frontier orbital gap (alpha / beta), the calculation gives 6.99 / 8.45 eV.



DFT (ωB97M-V/def2-TZVPD) results for an isolated molecule of C10H12FN in a non-equilibrium geometry.

The geometry in XYZ format:
```
24
Properties=species:S:1:pos:R:3:mulliken_charge:R:1
C -1.04 -1.63 0.42 -0.822
C -0.51 0.63 -0.28 -0.812
C -2.38 -1.27 0.51 -0.293
C -1.87 0.90 -0.16 -0.585
C -0.06 -0.63 -0.02 1.005
C -2.85 -0.06 0.05 0.600
C 3.60 0.01 0.26 -0.075
C 1.25 -1.00 -0.05 0.252
C -4.32 0.37 -0.02 -1.292
C 4.37 1.03 -0.40 -1.064
N 2.29 -0.10 -0.11 -0.161
F 1.75 -2.12 0.55 -0.276
H -0.66 -2.66 0.61 0.307
H 0.09 1.48 -0.49 0.313
H -3.02 -2.13 0.85 0.274
H -2.20 1.91 -0.33 0.295
H 3.97 -0.60 1.08 0.436
H -4.71 0.28 1.02 0.304
H -4.54 1.38 -0.38 0.328
H -4.78 -0.42 -0.63 0.318
H 5.18 1.22 0.18 0.371
H 3.62 1.90 -0.57 0.260
H 4.71 0.80 -1.39 0.253
H 2.11 0.72 -0.69 0.063
```

The spin multiplicity is 3. Its highest occupied orbital energy (alpha / beta) is -0.1935 / -0.3328 hartree. The calculation puts the relative energy (zero: lowest compared OMol25 entry of this formula, charge and spin) at 0.0000 eV. Its LUMO energy (alpha / beta) is 0.9 / -0.5 eV. Its expectation value of S² is 2.039. For the frontier orbital gap (alpha / beta), the calculation gives 6.18 / 8.60 eV.



DFT (ωB97M-V/def2-TZVPD) results for the ion C10H12N with charge +1 in a non-equilibrium geometry.

The geometry in XYZ format:
```
23
Properties=species:S:1:pos:R:3:mulliken_charge:R:1
C -2.17 -1.76 -0.28 -0.584
C -0.80 -2.17 -0.01 -0.765
C -2.50 -0.46 -0.12 -0.507
C 0.23 -1.24 0.03 0.433
C -0.13 0.13 -0.05 0.452
C -1.46 0.50 -0.07 1.028
C 1.73 -1.51 0.36 -0.880
C 2.16 0.66 -0.79 -0.602
C 1.01 1.00 0.10 -0.368
C -1.73 1.95 0.28 -1.275
N 2.49 -0.31 0.31 -0.141
H -3.02 -2.41 -0.34 0.405
H -0.79 -3.26 0.08 0.368
H -3.56 -0.01 -0.13 0.327
H 1.63 -2.07 1.27 0.499
H 1.97 -2.36 -0.23 0.400
H 2.10 0.06 -1.79 0.266
H 3.04 1.29 -0.80 0.341
H 0.94 1.78 0.95 0.337
H -0.84 2.47 0.79 0.274
H -1.91 2.42 -0.71 0.343
H -2.60 2.13 0.99 0.369
H 3.20 -0.30 1.00 0.281
```

Its highest occupied orbital energy is -0.4681 hartree. The calculation puts the relative energy (zero: lowest compared OMol25 entry of this formula, charge and spin) at 3.0872 eV. As for the net charge: +1. Its LUMO energy is -5.0 eV. For the frontier orbital gap, the calculation gives 7.79 eV.